Formula: C3H12N2O3
Source: OMol25
Level of theory: ωB97M-V/def2-TZVPD

ΔE to the lowest compared entry with this formula, charge and spin: 19.3 kJ/mol
HOMO-LUMO gap (alpha / beta): 11.53 / 6.45 eV
E_HOMO (alpha / beta): -14.618 / -14.475 eV
spin multiplicity: 2
F_max: 0.044 Eh/bohr
lowest unoccupied orbital energy (alpha / beta): -3.08 / -8.03 eV
net charge: +1

Positions of all 20 atoms, in Å:
C  0.177613  -2.185306  -1.254686
N  -0.249528  -0.900418  -1.730993
C  0.452862  0.282080  -1.365895
C  -0.590849  1.468803  -1.437254
N  -1.383377  1.589605  -0.367965
O  -0.570410  2.169740  -2.408826
H  -0.143125  -2.302079  -0.205707
H  1.271852  -2.257238  -1.203775
H  -0.240049  -2.973204  -1.841743
H  -0.540003  -0.820530  -2.704876
H  1.249972  0.520043  -2.072600
H  0.887526  0.219192  -0.363869
H  -1.536632  0.843779  0.281213
H  -2.068433  2.318450  -0.319251
H  1.057674  1.875260  3.430593
H  -0.289894  2.263318  2.759798
O  0.247334  1.520661  3.048099
H  0.423188  -1.888177  2.761829
H  0.760325  -0.435843  2.632029
O  1.083956  -1.308135  2.363878

Atoms 1-2, force components in eV/Å:
C -0.40 -0.03 1.11
N 2.04 0.22 -0.96

Mulliken population analysis, charges in e, atoms 1 to 5: -0.734, 0.018, -0.522, 0.466, -0.342